Entry 1:
Formula: C20H19Br2N5O3SSbSe4V
Source: the OMol25 dataset
Level of theory: ωB97M-V with the def2-TZVPD basis set

```
56
Properties=species:S:1:pos:R:3
V -0.04187 0.03528 -0.48209
N 0.90239 -3.23461 0.91903
N 0.66408 -3.81424 -0.32866
C -0.03704 -3.13834 -1.26960
N -0.04115 -3.67246 -2.51630
N -0.71468 -2.08487 -0.86950
N -1.19792 -1.24365 -2.00997
O 0.00100 -0.51938 -2.39522
O -1.80443 -1.77701 -3.00574
H 1.86077 -2.88304 1.00854
H 0.74197 -3.92618 1.64020
H 1.28984 -4.52830 -0.67455
H 0.78791 -4.17162 -2.78907
H -0.51530 -3.08596 -3.20035
Br -0.90482 0.11130 1.76703
C -2.85197 0.28658 2.13858
Br -3.67320 -1.45703 2.16312
H -3.33212 0.88374 1.37283
H -2.94886 0.72780 3.12189
C -2.12704 -0.24827 -1.30280
C -2.93378 0.64135 -1.35967
C -3.96369 1.63257 -1.28077
C -3.68169 2.94573 -1.65277
C -4.66427 3.91588 -1.53826
C -5.91910 3.58536 -1.04452
C -6.20070 2.27495 -0.68008
C -5.22877 1.29564 -0.80193
H -2.68674 3.18829 -2.00484
H -4.44331 4.93549 -1.82579
H -6.67561 4.35184 -0.93163
H -7.17697 2.01542 -0.29096
H -5.43309 0.26798 -0.52934
C 6.47527 4.35055 1.00061
C 6.93215 5.61900 0.34167
O 7.96999 6.17721 0.60564
S 5.94961 6.37851 -0.95385
C 4.45419 5.43092 -1.02981
C 4.48996 4.06514 -1.29691
C 3.32208 3.33156 -1.30566
C 2.08252 3.94992 -1.09663
C 2.05112 5.33125 -0.89114
C 3.22938 6.06216 -0.83982
C 0.94031 3.09080 -1.02172
C 0.26760 2.08411 -0.86753
H 5.39443 4.26321 1.08050
H 6.93073 4.29301 1.98725
H 6.81250 3.48650 0.42199
H 5.42590 3.54682 -1.46346
H 3.37108 2.26047 -1.45736
H 1.09963 5.82275 -0.73015
H 3.20430 7.12499 -0.62947
Se 4.13016 -2.70023 1.92467
Sb 4.35856 -0.29220 1.50296
Se 1.76267 -0.00584 0.80379
Se 5.70804 0.25999 -0.44922
Se 4.47197 1.23879 3.38541
```

Multiplicity   3
Orbital gap (alpha / beta)   5.20 / 5.28 eV
Highest occupied orbital energy (alpha / beta)   -1.929 / -1.953 eV
Relative energy (zero: lowest compared OMol25 entry of this formula, charge and spin)   0.00 kcal per mole
Total charge   -2

Entry 2:
Formula: C31H33NO6
Source: the OMol25 dataset
Level of theory: ωB97M-V with the def2-TZVPD basis set

```
71
Properties=species:S:1:pos:R:3
C -0.07723 1.03766 5.26431
N 1.31805 0.71875 4.94350
C 2.22093 0.67400 6.09840
C 1.83318 1.08491 3.65181
C 2.12506 2.42016 3.36891
C 2.57949 2.79273 2.12723
C 2.77358 1.84739 1.13122
C 3.26814 2.26875 -0.21488
C 2.16098 2.55126 -1.16128
C 1.61018 1.48983 -1.93996
O 2.03182 0.34497 -1.76042
O 0.62587 1.77996 -2.85819
C 0.48459 3.18194 -3.20583
C 1.58744 3.55046 -4.20399
C -0.89437 3.35635 -3.85102
O 0.55770 4.10138 -2.08634
C 1.55271 3.84264 -1.16973
O 1.93402 4.68112 -0.35188
C 2.45496 0.52229 1.39141
C 1.99906 0.14079 2.63254
H -0.62969 1.25908 4.35213
H -0.54441 0.19176 5.76363
H -0.12781 1.90810 5.91542
H 3.25557 0.60239 5.76591
H 2.11227 1.57529 6.69873
H 1.98918 -0.19292 6.71346
H 1.98166 3.15276 4.14439
H 2.75650 3.83277 1.90763
H 3.89465 3.16266 -0.11615
H 3.91186 1.48773 -0.63269
H 2.56738 3.41673 -3.74941
H 1.52937 2.91573 -5.08579
H 1.49069 4.59130 -4.50656
H -1.67135 3.08771 -3.13869
H -1.04708 4.38993 -4.15152
H -0.99106 2.71469 -4.72320
H 2.53975 -0.19455 0.59084
H 1.76738 -0.89235 2.82514
C -0.31964 -4.27658 -6.31777
O 0.61340 -4.52809 -5.29634
C 0.20989 -4.13632 -4.02347
C 1.18303 -4.13222 -3.00982
C 0.88888 -3.72665 -1.73943
C -0.40386 -3.27621 -1.39503
C -0.62822 -2.80160 -0.08003
C -1.70319 -2.02564 0.40829
C -1.83069 -1.81639 1.80475
C -2.89236 -1.09937 2.29085
C -3.88521 -0.58227 1.42574
O -4.96013 -0.03252 2.11387
C -4.75169 -0.28579 3.50592
C -3.29993 -0.75055 3.68487
C -3.70974 -0.69192 0.04207
C -2.63792 -1.38687 -0.44624
C -1.39885 -3.35923 -2.39782
C -1.09807 -3.76226 -3.66992
H 0.14009 -4.54551 -7.26844
H -1.21253 -4.88377 -6.17182
H -0.57310 -3.21624 -6.33298
H 2.17737 -4.45450 -3.26341
H 1.65537 -3.72259 -0.98386
H 0.13853 -3.04050 0.63570
H -1.11965 -2.24860 2.48594
H -4.98996 0.62256 4.07222
H -5.45519 -1.07447 3.79812
H -3.19141 -1.60111 4.36622
H -2.67627 0.06535 4.06430
H -4.41712 -0.22585 -0.62211
H -2.47251 -1.40218 -1.50703
H -2.42825 -3.17679 -2.14851
H -1.88205 -3.82144 -4.40394
```

Orbital gap   2.45 eV
Highest occupied orbital energy   -5.568 eV
Relative energy (zero: lowest compared OMol25 entry of this formula, charge and spin)   58.58 kcal per mole
Total charge   0

Entry 3:
Formula: H12LiO6
Source: the OMol25 dataset
Level of theory: ωB97M-V with the def2-TZVPD basis set

```
19
Properties=species:S:1:pos:R:3
Li -0.02347 0.07437 -0.13842
O 1.37753 -1.54663 -0.20842
H 1.95453 -1.49163 0.53858
H 1.99353 -1.76063 -0.96842
O 1.70553 1.04937 -1.26942
H 1.99253 1.68037 -0.57442
H 1.49153 1.74837 -1.87042
O -1.20447 1.80637 -0.27442
H -1.63747 1.73537 0.57558
H -1.74947 2.16837 -0.99242
O 0.58753 0.52937 1.93558
H 0.46653 -0.30863 2.37858
H 0.65753 1.10537 2.68358
O -1.71047 -0.78463 0.98958
H -1.93547 -1.69363 1.09958
H -1.71247 -0.60363 1.91158
O -0.70647 -0.90263 -1.96142
H -1.51647 -1.29563 -1.69942
H -0.03047 -1.50963 -2.15542
```

Orbital gap   12.03 eV
Highest occupied orbital energy   -15.454 eV
Relative energy (zero: lowest compared OMol25 entry of this formula, charge and spin)   16.86 kcal per mole
Total charge   +1

Entry 4:
Formula: C21H24MoN3O5
Source: the OMol25 dataset
Level of theory: ωB97M-V with the def2-TZVPD basis set

```
54
Properties=species:S:1:pos:R:3
Mo -0.03764 -0.11174 -0.40322
C -2.33231 0.60881 -3.92832
O -3.36982 1.32590 -3.26864
C -3.09618 2.14209 -2.22270
C -3.92514 3.25420 -2.09247
C -3.77588 4.14094 -1.04350
C -2.78561 3.93054 -0.09773
C -1.95105 2.82297 -0.19195
C -0.96917 2.61951 0.86380
N -0.16598 1.62632 0.93362
N 0.66989 1.58536 2.03495
C 1.30333 0.45957 2.06670
O 1.13595 -0.45934 1.12897
C 2.24149 0.15815 3.15711
C 3.01096 -1.00137 3.09756
C 3.90556 -1.29143 4.11515
C 4.03191 -0.42654 5.19280
C 3.26452 0.73051 5.25365
C 2.37076 1.02615 4.23991
C -2.11450 1.92477 -1.25731
O -1.32624 0.81217 -1.31885
H -2.73226 0.34880 -4.90434
H -2.06543 -0.30159 -3.39416
H -1.44735 1.23560 -4.05897
H -4.68822 3.39586 -2.84567
H -4.42962 4.99804 -0.96512
H -2.65731 4.61672 0.72916
H -0.92234 3.35465 1.66282
H 2.90846 -1.66292 2.24812
H 4.50509 -2.19057 4.06656
H 4.72998 -0.65351 5.98773
H 3.36435 1.40282 6.09503
H 1.76742 1.92225 4.27507
N -2.30502 -3.01771 1.69418
C -1.42431 -2.33763 0.97365
O -1.50202 -1.09057 0.89614
C -0.31442 -3.04582 0.25826
C 0.17891 -2.17089 -0.89527
H -3.02042 -2.51925 2.19958
H -2.25717 -4.01804 1.77570
H -0.62074 -4.05293 -0.03405
H 0.49318 -3.15257 0.98990
H -0.52107 -2.22767 -1.74805
H 1.15103 -2.51350 -1.24621
C 3.98726 0.21396 -1.82070
O 2.77589 -0.15697 -1.12999
C 1.61908 0.38377 -1.41050
C 1.58010 1.38347 -2.52866
H 3.90187 0.01004 -2.88606
H 4.76168 -0.40766 -1.38567
H 4.21782 1.26359 -1.64986
H 1.90360 0.91588 -3.46274
H 2.26541 2.20757 -2.31479
H 0.58350 1.79173 -2.66561
```

Orbital gap   7.10 eV
Highest occupied orbital energy   -10.828 eV
Relative energy (zero: lowest compared OMol25 entry of this formula, charge and spin)   0.00 kcal per mole
Total charge   +1

Entry 5:
Formula: C8H17N4OS
Source: the OMol25 dataset
Level of theory: ωB97M-V with the def2-TZVPD basis set

```
31
Properties=species:S:1:pos:R:3
C 1.26584 -0.89381 3.65680
O 1.23952 -1.50865 2.30790
C -0.08287 -2.18102 2.09742
C -0.17304 -2.46184 0.45877
C -0.57807 -1.02108 -0.28644
C 0.47846 -0.83495 -1.51649
N 1.17732 -1.94450 -2.32715
N 1.98714 -1.25038 -3.21595
N 1.84828 0.12817 -3.03793
N 0.94933 0.48957 -2.03568
C 0.73604 1.92740 -1.71844
C -0.39896 2.32181 -0.62664
C -1.96188 1.97383 -1.09981
S -2.98600 1.71315 0.46768
H 0.19356 -0.60485 4.04099
H 1.90181 0.10250 3.66762
H 1.77344 -1.63904 4.40839
H -0.97953 -1.50079 2.43071
H -0.10559 -3.25006 2.60549
H 0.91731 -2.82930 0.15189
H -0.91348 -3.33140 0.20294
H -1.67948 -1.10773 -0.73841
H -0.52784 -0.21417 0.55801
H 2.40488 0.80230 -3.60880
H 0.44662 2.48019 -2.73642
H 1.77660 2.40602 -1.40409
H -0.38326 3.51129 -0.52412
H -0.17105 1.93196 0.47801
H -2.01527 1.00165 -1.75125
H -2.44552 2.89615 -1.67270
H -3.69434 2.88757 0.76767
```

SMILES string   COCCCc1nn[nH][n+]1CCCS
Orbital gap   7.59 eV
Highest occupied orbital energy   -12.381 eV
Relative energy (zero: lowest compared OMol25 entry of this formula, charge and spin)   152.16 kcal per mole
Total charge   +1

Entry 6:
Formula: C3H5NO2
Source: the OMol25 dataset
Level of theory: ωB97M-V with the def2-TZVPD basis set

```
11
Properties=species:S:1:pos:R:3
C 2.10808 -0.69341 0.31562
C -1.08948 0.71246 0.96138
C 0.06777 0.06189 -1.04545
N 2.91853 -1.16334 0.98576
O 0.14513 -0.72244 -2.11495
O -0.93411 -0.20632 -0.18566
H -0.34492 0.47659 1.81212
H -1.90551 0.21112 1.33698
H -1.00548 1.77319 0.76906
H 0.44039 1.09701 -1.00850
H -0.40038 -1.54675 -1.82636
```

Orbital gap (alpha / beta)   9.00 / 9.00 eV
Highest occupied orbital energy (alpha / beta)   -9.472 / -9.472 eV
Relative energy (zero: lowest compared OMol25 entry of this formula, charge and spin)   108.87 kcal per mole
Total charge   0

Entry 7:
Formula: C5H9P
Source: the OMol25 dataset
Level of theory: ωB97M-V with the def2-TZVPD basis set

```
15
Properties=species:S:1:pos:R:3
C -1.40077 1.32233 1.15219
C -1.33751 -0.02818 0.48443
P -1.98071 -1.50186 0.10218
C -0.17851 -0.66058 -0.20092
C 1.05698 -1.37530 0.33446
C 0.13866 -0.11099 -1.58258
H -0.85204 1.39997 2.02960
H -2.32598 1.46855 1.49580
H -1.07524 1.98238 0.48133
H 1.94886 -0.83853 0.18209
H 1.17246 -2.37358 -0.01682
H 0.90032 -1.41570 1.42129
H 1.05712 -0.72253 -1.86155
H 0.33042 0.98014 -1.73935
H -0.64959 -0.29503 -2.21015
```

SMILES string   CC1=PC1(C)C
Orbital gap   9.00 eV
Highest occupied orbital energy   -8.389 eV
Relative energy (zero: lowest compared OMol25 entry of this formula, charge and spin)   38.58 kcal per mole
Total charge   0

Entry 8:
Formula: CH2N4O
Source: the OMol25 dataset
Level of theory: ωB97M-V with the def2-TZVPD basis set

```
8
Properties=species:S:1:pos:R:3
N 1.42909 0.13405 -0.21734
C 0.05620 0.01124 -0.12972
N -0.58581 -0.60884 0.92521
N -1.81472 -0.57926 0.67489
O -1.99330 0.05524 -0.51456
N -0.79642 0.40839 -1.03045
H 1.89529 -0.53482 0.37980
H 1.77477 1.07031 -0.04895
```

SMILES string   Nc1nnon1
Orbital gap   10.88 eV
Highest occupied orbital energy   -10.501 eV
Relative energy (zero: lowest compared OMol25 entry of this formula, charge and spin)   38.07 kcal per mole
Total charge   0